Entry 1:
Density functional theory data (ωB97M-V/def2-TZVPD) for C10H24IO3P2Sc as an isolated structure.

Structure (XYZ):
```
41
C10H24IO3P2Sc (ωB97M-V/def2-TZVPD)
C 2.6002 -4.3159 -1.1203
I 1.6585 -2.4399 -0.5220
H 2.0984 -4.6514 -2.0276
H 2.4795 -5.0404 -0.3101
H 3.6563 -4.1127 -1.3040
Sc -0.2737 0.3459 -0.0237
P -1.7871 -1.5324 0.9631
C -1.5206 -2.1834 2.6468
C -3.4720 -0.8447 1.1534
H -4.1402 -1.6487 1.4863
H -2.9241 -3.6171 0.5679
H -3.8236 -0.4494 0.1926
H -2.4574 -2.8165 -0.9698
H -1.4029 -1.3411 3.3436
H -3.4750 -0.0336 1.8931
C -2.1256 -3.0706 0.0460
H -2.3960 -2.7838 2.9431
H -1.2165 -3.6821 -0.0224
H -0.6155 -2.8010 2.6789
P 1.7083 1.5133 -1.2929
C 3.2772 2.0103 -0.5040
C 2.3360 0.8497 -2.8757
H 0.1933 3.0399 -2.4363
H 1.8836 3.6350 -2.4384
H 0.8749 3.7827 -0.9643
C 1.1034 3.1552 -1.8349
H 1.4897 0.6471 -3.5464
H 2.9898 1.6067 -3.3336
H 3.8374 2.6589 -1.1966
H 3.8768 1.1272 -0.2557
H 2.8887 -0.0828 -2.7098
H 3.0624 2.5642 0.4198
C 1.3664 -0.2035 1.5109
O 2.1551 -0.4355 2.3297
C -2.3115 3.5661 1.3142
C -1.5964 2.3598 0.7824
O -0.7724 1.7138 1.5428
O -1.7497 1.9165 -0.4228
H -2.0589 3.7411 2.3688
H -3.3916 3.4120 1.2099
H -2.0252 4.4408 0.7180
```

net charge: +2
LUMO level: -8.08 eV

Mulliken population analysis, charges in e, atoms 1 to 4: -0.785, 0.108, 0.321, 0.297

---

Entry 2:
Density functional theory data (ωB97M-V/def2-TZVPD) for C10H24LaN6O6S as an isolated structure.

Structure (XYZ):
```
48
C10H24LaN6O6S (ωB97M-V/def2-TZVPD)
O -0.9253 3.2522 -1.4463
H -0.2012 3.4389 -3.2916
La -1.1146 0.3215 0.8087
N 0.4031 2.8055 2.8462
N 1.5993 0.8043 1.1339
N -2.6584 -0.7717 -0.9340
N -0.1595 -1.0576 -1.3153
O -0.3199 2.1843 1.9930
O -4.0154 -0.8555 -0.5709
O 1.1700 -1.1062 -1.6548
O 2.2723 -0.1019 0.4420
C 2.3652 1.6084 1.9063
C 1.7105 2.5229 2.7951
C -2.3446 -1.7441 -1.7931
C -0.9230 -1.9507 -1.9701
C 2.5165 3.2766 3.8054
H 3.2170 3.9925 3.3600
H 3.1273 2.6274 4.4410
H 1.8725 3.8485 4.4793
C 3.8535 1.5547 1.9099
H 4.2991 2.5379 1.7284
H 4.2080 0.8666 1.1447
H 4.2419 1.2145 2.8749
C -3.3651 -2.7059 -2.2882
C -0.3498 -3.1778 -2.6012
H -4.3556 -2.2660 -2.1452
H -3.3315 -3.6483 -1.7117
H -3.2027 -2.9463 -3.3483
H 0.5815 -2.9922 -3.1500
H -1.0470 -3.6205 -3.3111
H -0.1763 -3.9545 -1.8361
H -4.0471 -0.2646 0.2340
H 1.6391 -0.5978 -0.8758
C -0.9185 3.9449 -2.6384
H -1.9426 3.8889 -3.0013
H -0.7021 5.1398 -3.2873
H -0.5950 4.9623 -2.2391
O -2.9182 0.8154 1.4573
H -0.7969 3.8253 -0.6664
H -3.6821 1.2780 1.8371
N 1.6283 -2.7518 0.8998
C 0.3863 -3.1485 1.1369
N -0.0707 -4.2067 0.3806
S -0.6166 -2.3158 2.2258
H 2.1650 -3.2517 0.2053
H 1.9467 -1.8052 1.1437
H -1.0044 -4.4963 0.6583
H 0.5809 -4.9735 0.2285
```

net charge: +1
LUMO level (alpha / beta): -6.32 / -6.32 eV

Mulliken population analysis, charges in e, atoms 1 to 4: -0.378, 0.383, 1.703, -0.703

---

Computed total energy, in the same sequence as the records: -2361.82903; -1604.64839 a.u..